[1]
{"formula": "C5H9NO3", "method": "ωB97M-V/def2-TZVPD", "smiles": "CO/C(O)=C(\\C)C(N)=O", "e_homo_ha": -0.3287, "e_above_lowest_kcal_mol": 62.9, "symbols": ["O", "O", "O", "N", "C", "C", "C", "C", "C", "H", "H", "H", "H", "H", "H", "H", "H", "H"], "coordinates": [[-0.118, 2.821, -1.098], [-0.441, -1.647, 0.767], [-0.655, -1.433, -1.319], [-0.271, 1.078, -2.529], [0.805, -1.881, 1.458], [-0.406, -0.636, -0.305], [-0.241, 0.675, -0.125], [-0.209, 1.616, -1.281], [-0.108, 1.292, 1.240], [-0.438, 0.098, -2.686], [-0.314, 1.722, -3.301], [0.940, 1.475, 1.491], [1.135, -1.004, 2.010], [0.628, -2.696, 2.156], [-0.604, 2.261, 1.227], [-0.561, 0.666, 2.008], [1.580, -2.146, 0.735], [-0.722, -2.260, -0.446]], "atomic_forces_ev_per_a": [[0.01, -0.20, -0.04], [0.35, 1.35, 0.57], [-0.25, -1.57, 1.07], [0.00, 0.03, -0.06], [0.06, -0.01, -0.15], [-0.06, -0.78, 1.10], [0.03, -0.25, 0.01], [-0.05, 0.05, -0.04], [0.07, -0.01, -0.09], [0.00, 0.07, 0.04], [0.01, -0.03, 0.06], [-0.04, 0.02, 0.06], [-0.21, 0.11, -0.04], [-0.01, -0.01, -0.09], [0.01, -0.03, 0.04], [0.02, 0.01, 0.00], [-0.05, -0.08, 0.04], [0.11, 1.32, -2.49]], "nbo_charge": [-0.6296, -0.5587, -0.7168, -0.8265, -0.2541, 0.6234, -0.2849, 0.6573, -0.6213, 0.4132, 0.4014, 0.2130, 0.2003, 0.2037, 0.2512, 0.2105, 0.1868, 0.5311]}

[2]
{"formula": "C5H9NO3", "method": "ωB97M-V/def2-TZVPD", "smiles": "C[C@@H](N)C(=O)CC(=O)O", "e_homo_ha": -0.3551, "e_above_lowest_kcal_mol": 88.3, "symbols": ["O", "O", "O", "N", "C", "C", "C", "C", "C", "H", "H", "H", "H", "H", "H", "H", "H", "H"], "coordinates": [[-0.354, 2.027, 0.519], [3.028, -0.191, -0.681], [2.080, 0.748, 1.411], [0.165, -1.105, 0.689], [-2.046, -0.805, -0.488], [-0.384, 1.037, -0.196], [2.001, 0.230, -0.191], [0.843, 0.737, -1.038], [-0.973, -0.233, 0.431], [1.134, 1.589, -1.664], [0.689, -0.052, -1.791], [0.816, -0.566, 1.631], [-2.491, -1.689, -0.012], [-1.614, -1.133, -1.443], [-1.460, 0.060, 1.377], [-2.822, -0.052, -0.678], [1.439, 1.493, 1.417], [-0.051, -2.095, 0.705]], "atomic_forces_ev_per_a": [[-0.81, 0.44, -1.41], [-3.11, 0.56, 2.03], [-0.82, -0.81, -3.61], [1.98, 2.36, 2.82], [0.21, -0.70, 0.03], [2.46, -0.68, 3.41], [3.46, 1.40, 0.62], [-0.50, -0.07, -1.46], [-1.34, -0.11, -0.25], [0.27, 0.17, 0.67], [-0.08, 0.00, 0.48], [-2.31, -2.68, -3.45], [-0.09, 0.23, -0.19], [-0.11, 0.12, 0.14], [0.11, 0.21, -0.43], [0.15, -0.26, 0.07], [0.49, -0.39, 0.07], [0.06, 0.20, 0.48]], "nbo_charge": [-0.5325, -0.5158, -0.8027, -0.8950, -0.6193, 0.5962, 0.8573, -0.6442, -0.1482, 0.2670, 0.2609, 0.4524, 0.2175, 0.2079, 0.1988, 0.2249, 0.4829, 0.3919]}